# 1
The following is a DFT calculation (ωB97M-V/def2-TZVPD) of a molecular structure, C2H7N2O4S2.

Computed properties:
E_tot   -35028.1141 eV
HOMO energy   -4.00 eV
HOMO-LUMO gap   7.75 eV
Charge   -1

Geometry as XYZ:
```
17
C2H7N2O4S2 | the OMol25 dataset | ωB97M-V/def2-TZVPD
C -0.759 -0.124 0.911
C 0.450 0.092 0.015
N -1.900 0.338 0.084
N 0.123 -0.053 -1.385
O 1.379 -2.322 0.512
O 2.053 1.424 1.617
O 2.901 -0.627 -0.640
O 2.364 1.674 -0.932
S 1.920 -0.949 0.582
S 1.338 1.729 0.262
H -1.081 -1.219 1.122
H -0.665 0.427 1.868
H -1.571 0.021 -0.765
H -2.769 -0.131 0.338
H 0.478 0.737 -1.888
H 0.526 -0.914 -1.813
H 2.801 0.376 -0.919
```

Here are the natural (NBO) charges for atoms 1 to 4, given in e: -0.259 -0.325 -0.859 -0.884

---

# 2
The following is a DFT calculation (ωB97M-V/def2-TZVPD) of a molecular structure, C2H7N2OS.

Computed properties:
E_tot   -18038.8679 eV
HOMO energy   -13.26 eV
HOMO-LUMO gap   9.02 eV
Charge   +1

Geometry as XYZ:
```
13
C2H7N2OS | the OMol25 dataset | ωB97M-V/def2-TZVPD
C 1.517 0.031 -1.445
C -0.043 0.335 0.768
N -0.197 1.986 -0.041
N -1.369 0.117 1.505
O 0.816 2.567 -0.185
S -0.278 0.029 -1.021
H 1.675 0.174 -2.533
H 1.700 -0.998 -1.053
H 2.039 0.649 -0.742
H 0.798 -0.075 1.247
H -1.353 -0.298 2.382
H -1.791 1.026 1.438
H -2.026 -0.408 0.824
```

Here are the natural (NBO) charges for atoms 1 to 4, given in e: -0.716 -0.245 0.143 -0.693

---

Q: charge of number 2 (C2H7N2OS)?
A: +1